Arrangement i

Formula: C2H10N2O
Source: the Open Molecules 2025 dataset
Level of theory: ωB97M-V/def2-TZVPD

Charge: 0
Gap between HOMO and LUMO in eV: 9.40
SMILES string: NCN.CO

Cartesian coordinates (Å):
N 0.222 -1.407 -0.403
C 0.683 -1.661 -1.741
N -0.101 -2.631 -2.452
H -0.759 -1.362 -0.220
H 0.891 -1.111 0.284
H 0.624 -0.759 -2.364
H 1.718 -1.996 -1.703
H -0.154 -3.520 -1.974
H -1.034 -2.295 -2.636
C -0.125 3.252 2.482
O -0.521 2.153 1.679
H 0.629 2.936 3.208
H 0.363 3.949 1.797
H -0.955 3.756 2.977
H -1.246 1.656 2.061



Arrangement ii

Formula: C2H10N2O
Source: the Open Molecules 2025 dataset
Level of theory: ωB97M-V/def2-TZVPD

Charge: 0
Gap between HOMO and LUMO in eV: 10.35
SMILES string: NCCO.N

Cartesian coordinates (Å):
N 0.629 0.802 -0.839
C 1.193 0.863 0.524
C 0.904 -0.530 1.114
O -0.451 -0.686 1.547
H 1.178 0.142 -1.408
H 0.679 1.707 -1.311
H 0.647 1.595 1.123
H 2.276 1.078 0.586
H 1.501 -0.683 2.031
H 1.222 -1.310 0.400
H -0.987 -0.820 0.726
N -2.089 -0.598 -0.840
H -3.033 -0.245 -0.854
H -1.535 0.091 -1.348
H -2.134 -1.407 -1.450



Pick arrangement ii: it beats the second-best structure by 18.5 kcal/mol.



Arrangement i

Formula: C2H4IN
Source: the Open Molecules 2025 dataset
Level of theory: ωB97M-V/def2-TZVPD

Charge: 0
Gap between HOMO and LUMO in eV: 9.45
SMILES string: [H]/N=C(/C)I

Cartesian coordinates (Å):
H 1.467 -0.133 -1.768
N 0.603 0.262 -1.363
C 0.297 -0.151 -0.231
C -0.707 0.448 0.594
I 1.397 -2.049 0.603
H -1.172 1.365 0.009
H -0.472 0.633 1.613
H -1.414 -0.375 0.542



Arrangement ii

Formula: C2H4IN
Source: the Open Molecules 2025 dataset
Level of theory: ωB97M-V/def2-TZVPD

Charge: 0
Gap between HOMO and LUMO (alpha / beta) in eV: 6.90 / 7.90

Cartesian coordinates (Å):
C 0.296 0.791 -0.413
C -1.361 -1.208 -0.124
N 0.969 0.870 0.589
I -2.986 0.131 0.024
H 0.060 0.743 -1.423
H -1.305 -1.735 0.850
H -1.608 -1.941 -0.992
H 1.409 1.627 1.069



Pick arrangement i: it beats the second-best structure by 97.0 kcal/mol.



Arrangement i

Formula: C5H10N3S
Source: the Open Molecules 2025 dataset
Level of theory: ωB97M-V/def2-TZVPD

Charge: +1
Gap between HOMO and LUMO in eV: 8.09

Cartesian coordinates (Å):
C -0.224 -0.176 0.205
C -2.927 0.467 -0.287
C 1.261 -0.504 0.604
C 0.093 2.363 -0.124
C -1.199 -2.489 0.345
N -2.002 1.323 -0.114
N -0.687 1.159 0.172
N -1.163 -1.066 0.189
S -4.284 -0.183 -0.547
H 1.377 -1.501 0.888
H 1.662 0.048 1.423
H 1.821 -0.319 -0.277
H 1.003 2.190 -0.691
H -0.471 2.961 -0.765
H 0.362 2.927 0.747
H -1.583 -2.750 -0.664
H -1.849 -2.829 1.178
H -0.220 -2.925 0.468
H -2.253 2.381 -0.251



Arrangement ii

Formula: C5H10N3S
Source: the Open Molecules 2025 dataset
Level of theory: ωB97M-V/def2-TZVPD

Charge: +1
Gap between HOMO and LUMO in eV: 8.77
SMILES string: C[C@@]1(N)SC=CNC1=[NH2+]

Cartesian coordinates (Å):
C 0.172 -0.937 -1.394
C 0.030 -0.897 0.098
N -0.609 -1.975 0.607
S 1.798 -0.713 0.841
C 2.409 0.764 0.132
C 1.539 1.742 -0.104
N 0.179 1.551 0.280
C -0.565 0.498 0.723
N -1.663 0.699 1.448
H 0.489 -2.016 -1.641
H -0.913 -1.022 -1.716
H 0.676 -0.131 -1.787
H -1.064 -1.946 1.514
H -0.205 -2.857 0.344
H 3.489 0.718 -0.106
H 1.873 2.641 -0.729
H -0.175 2.350 0.619
H -1.896 1.626 1.664
H -2.341 -0.093 1.608



Pick arrangement ii: it beats the second-best structure by 50.6 kcal/mol.



Arrangement i

Formula: C16H24N2O4S2
Source: the Open Molecules 2025 dataset
Level of theory: ωB97M-V/def2-TZVPD

Charge: 0
Gap between HOMO and LUMO in eV: 9.82
SMILES string: O=S(=O)(NC1CCCC1)c1ccc(S(=O)(=O)NC2CCCC2)cc1

Cartesian coordinates (Å):
O -2.902 -0.521 2.494
S -2.766 -0.237 1.092
O -3.080 -1.268 0.151
N -3.587 1.181 0.736
C -4.842 1.163 -0.006
C -4.616 0.788 -1.478
C -5.880 0.029 -1.869
C -6.154 -0.812 -0.626
C -5.882 0.152 0.531
C -1.090 0.330 0.793
C -0.635 0.409 -0.511
C 0.647 0.874 -0.752
C 1.437 1.246 0.320
S 3.101 1.820 -0.013
O 3.074 2.798 -1.059
O 3.723 2.167 1.234
N 3.747 0.438 -0.681
C 4.137 -0.608 0.245
C 5.518 -0.371 0.876
C 6.478 -1.107 -0.054
C 5.718 -2.395 -0.367
C 4.254 -1.955 -0.502
C 0.985 1.167 1.623
C -0.299 0.703 1.863
H -3.662 1.695 1.600
H -5.236 2.182 0.060
H -3.761 0.118 -1.536
H -4.427 1.663 -2.098
H -6.702 0.727 -2.044
H -5.740 -0.575 -2.763
H -5.440 -1.634 -0.586
H -7.165 -1.216 -0.601
H -6.797 0.672 0.821
H -5.489 -0.367 1.404
H -1.285 0.096 -1.313
H 1.048 0.959 -1.748
H 4.454 0.657 -1.367
H 3.348 -0.624 1.001
H 5.725 0.692 0.977
H 5.546 -0.822 1.869
H 7.445 -1.295 0.408
H 6.639 -0.531 -0.967
H 6.083 -2.887 -1.267
H 5.824 -3.089 0.467
H 3.572 -2.696 -0.090
H 3.987 -1.799 -1.546
H 1.645 1.473 2.421
H -0.698 0.610 2.861



Arrangement ii

Formula: C16H24N2O4S2
Source: the Open Molecules 2025 dataset
Level of theory: ωB97M-V/def2-TZVPD

Charge: 0
Gap between HOMO and LUMO in eV: 9.77
SMILES string: CC1CCN(S(=O)(=O)c2ccc(S(=O)(=O)N3CCCC3)cc2)CC1

Cartesian coordinates (Å):
C -4.807 -3.890 0.019
C -3.851 -2.701 0.004
C -4.006 -1.853 1.269
C -3.065 -0.652 1.222
N -3.332 0.122 0.034
S -2.792 1.691 0.043
O -3.165 2.267 1.299
O -3.233 2.305 -1.172
C -1.000 1.526 -0.007
C -0.368 1.427 -1.233
C 1.000 1.205 -1.271
C 1.695 1.084 -0.082
S 3.455 0.735 -0.102
O 3.934 0.900 -1.446
O 4.085 1.474 0.951
N 3.400 -0.883 0.349
C 4.435 -1.331 1.268
C 5.423 -2.096 0.390
C 4.482 -2.821 -0.572
C 3.329 -1.822 -0.766
C 1.065 1.192 1.144
C -0.302 1.414 1.182
C -3.153 -0.610 -1.196
C -4.098 -1.809 -1.215
H -4.683 -4.490 -0.880
H -4.617 -4.522 0.883
H -5.838 -3.548 0.064
H -2.822 -3.077 -0.041
H -5.033 -1.494 1.337
H -3.788 -2.449 2.156
H -3.231 0.009 2.073
H -2.017 -0.998 1.235
H -0.951 1.548 -2.132
H 1.541 1.134 -2.201
H 4.861 -0.465 1.769
H 3.976 -1.994 2.010
H 6.054 -2.775 0.959
H 6.050 -1.389 -0.153
H 4.111 -3.737 -0.111
H 4.960 -3.074 -1.516
H 3.439 -1.260 -1.696
H 2.353 -2.315 -0.763
H 1.656 1.112 2.041
H -0.838 1.524 2.112
H -3.378 0.080 -2.009
H -2.110 -0.956 -1.295
H -5.126 -1.448 -1.194
H -3.947 -2.374 -2.137



Pick arrangement ii: it beats the second-best structure by 2.0 kcal/mol.



Arrangement i

Formula: C8H11IO2S
Source: the Open Molecules 2025 dataset
Level of theory: ωB97M-V/def2-TZVPD

Charge: 0
Gap between HOMO and LUMO (alpha / beta) in eV: 7.30 / 7.30

Cartesian coordinates (Å):
C -0.814 1.217 -0.839
C 1.216 1.340 -2.240
C -2.565 -0.352 -0.373
C -2.150 -0.410 1.058
C -0.098 0.643 0.388
C 1.292 0.058 0.094
C 1.164 -1.159 -0.711
C 2.026 -0.185 1.427
O -1.944 0.827 -1.092
O -0.739 -0.423 1.110
S 2.171 1.469 -0.863
I 1.550 2.935 -3.533
H -2.141 -1.250 -0.755
H -3.688 -0.429 -0.494
H -2.500 0.386 1.623
H -2.497 -1.381 1.571
H 0.010 1.524 0.930
H 0.604 -2.009 -0.194
H 2.073 -1.567 -1.066
H 0.568 -0.852 -1.514
H 1.296 -0.654 2.097
H 2.083 0.776 2.126
H 3.084 -0.503 1.252



Arrangement ii

Formula: C8H11IO2S
Source: the Open Molecules 2025 dataset
Level of theory: ωB97M-V/def2-TZVPD

Charge: 0
Gap between HOMO and LUMO in eV: 7.53

Cartesian coordinates (Å):
C 0.855 1.729 -0.538
C 1.286 0.629 2.804
C 2.937 0.463 -0.702
C 1.984 -0.776 -0.846
C 0.189 0.433 -0.093
C -0.783 0.807 1.096
C -1.207 -0.534 1.749
C -1.825 1.772 0.681
O 2.109 1.680 -0.740
O 1.045 -0.649 0.187
S 0.440 1.881 2.082
I 3.085 1.141 3.679
H 3.419 0.466 0.312
H 3.613 0.689 -1.465
H 1.541 -0.471 -1.839
H 2.560 -1.639 -0.542
H -0.384 0.096 -1.005
H -0.457 -0.954 2.403
H -1.285 -1.108 0.854
H -2.092 -0.567 2.347
H -2.597 1.356 0.096
H -1.439 2.582 0.074
H -2.173 2.186 1.699



Pick arrangement ii: it beats the second-best structure by 2.2 kcal/mol.



Arrangement i

Formula: C4H15NO2
Source: the Open Molecules 2025 dataset
Level of theory: ωB97M-V/def2-TZVPD

Charge: 0
Gap between HOMO and LUMO in eV: 8.92
SMILES string: CCCNC.O.O

Cartesian coordinates (Å):
C -1.349 -1.335 0.412
C -1.290 0.091 1.037
C -0.546 1.057 0.064
N 0.845 1.402 0.464
C 1.446 1.700 1.756
H -1.757 -1.377 -0.601
H -2.153 -1.886 0.945
H -0.452 -1.835 0.773
H -0.539 0.062 1.817
H -2.229 0.499 1.385
H -1.084 2.004 -0.072
H -0.501 0.658 -0.956
H 1.148 2.087 -0.210
H 2.263 1.007 2.003
H 0.747 1.613 2.586
H 1.909 2.703 1.719
O 1.847 -1.116 -0.974
H 1.465 -0.417 -0.401
H 1.183 -1.378 -1.621
O -0.013 -1.675 -3.127
H -0.550 -1.312 -3.839
H -0.390 -2.552 -3.160



Arrangement ii

Formula: C4H15NO2
Source: the Open Molecules 2025 dataset
Level of theory: ωB97M-V/def2-TZVPD

Charge: 0
Gap between HOMO and LUMO in eV: 9.77
SMILES string: CCNCC.O.O

Cartesian coordinates (Å):
C -1.241 -2.000 -0.391
C -1.568 -0.743 0.389
N -0.397 -0.409 1.217
C -0.667 0.720 2.155
C 0.634 1.269 2.685
H -0.228 -2.341 -0.211
H -1.895 -2.834 -0.288
H -1.232 -1.778 -1.452
H -2.419 -0.889 1.068
H -1.763 0.174 -0.131
H -0.182 -1.190 1.826
H -1.314 0.369 2.960
H -1.181 1.487 1.569
H 1.297 1.658 1.922
H 1.230 0.520 3.215
H 0.420 2.035 3.437
O 2.369 0.847 -4.958
H 1.816 0.988 -4.169
H 3.084 0.266 -4.683
O 1.151 0.986 -2.168
H 0.346 0.470 -2.300
H 1.740 0.394 -1.691



Pick arrangement ii: it beats the second-best structure by 17.5 kcal/mol.



Arrangement i

Formula: C3H2FN
Source: the Open Molecules 2025 dataset
Level of theory: ωB97M-V/def2-TZVPD

Charge: 0
Gap between HOMO and LUMO (alpha / beta) in eV: 8.24 / 8.22

Cartesian coordinates (Å):
C -0.525 1.017 0.107
C -1.270 -0.151 0.057
C -0.098 -0.102 0.881
N 1.768 -1.086 -0.316
F -2.363 -0.732 -0.257
H -0.255 1.839 -0.376
H 2.742 -0.783 -0.096



Arrangement ii

Formula: C3H2FN
Source: the Open Molecules 2025 dataset
Level of theory: ωB97M-V/def2-TZVPD

Charge: 0
Gap between HOMO and LUMO (alpha / beta) in eV: 9.30 / 9.48

Cartesian coordinates (Å):
C -0.125 -0.601 -0.062
C -0.868 0.656 0.071
C 1.106 -0.122 -0.026
N -0.074 1.641 -0.038
F 2.302 -0.616 0.013
H -0.341 -1.574 -0.142
H -2.000 0.617 0.184



Pick arrangement ii: it beats the second-best structure by 87.0 kcal/mol.



Arrangement i

Formula: C17H45As3BCaF4NO7P2S
Source: the Open Molecules 2025 dataset
Level of theory: ωB97M-V/def2-TZVPD

Charge: 0
Gap between HOMO and LUMO in eV: 8.22

Cartesian coordinates (Å):
Ca -0.227 0.096 0.543
C -0.895 3.885 2.559
As -1.718 2.275 1.865
C -2.391 1.604 3.566
C -3.480 2.849 1.211
C -3.675 3.510 -0.163
C -5.193 3.673 -0.349
C -3.211 2.614 -1.334
As -1.348 2.005 -1.624
C -1.601 1.560 -3.495
C -0.374 3.675 -1.840
C -2.987 4.887 -0.248
As -3.981 6.508 0.291
C -3.814 6.414 2.241
C -2.463 7.712 0.002
H -1.637 4.458 3.115
H -0.458 4.498 1.773
H -0.094 3.557 3.220
H -2.998 2.381 4.035
H -1.537 1.363 4.196
H -2.977 0.703 3.406
H -3.918 3.477 1.993
H -4.055 1.915 1.218
H -5.673 2.693 -0.399
H -5.429 4.215 -1.267
H -5.645 4.221 0.481
H -3.498 3.114 -2.268
H -3.789 1.682 -1.301
H -1.819 2.474 -4.051
H -2.441 0.874 -3.595
H -0.692 1.100 -3.874
H -0.958 4.380 -2.432
H 0.555 3.431 -2.351
H -0.127 4.116 -0.876
H -2.755 5.103 -1.295
H -2.033 4.898 0.281
H -4.436 5.612 2.636
H -4.171 7.358 2.654
H -2.779 6.261 2.541
H -2.303 7.846 -1.066
H -1.556 7.313 0.458
H -2.695 8.680 0.445
N 1.915 -2.697 3.715
C 0.955 -1.506 3.812
C 0.777 -1.059 5.251
P 1.687 -0.194 2.728
O 3.192 -0.237 3.286
O 0.987 1.098 2.925
O 1.619 -0.795 1.345
P -0.595 -2.157 2.947
O -1.515 -2.609 4.178
O -0.067 -3.337 2.202
O -1.281 -1.029 2.224
H 1.901 -3.233 4.581
H 2.870 -2.389 3.526
H 1.526 -3.288 2.939
H 1.728 -0.752 5.693
H 0.326 -1.849 5.855
H 0.114 -0.197 5.273
H 3.762 0.472 2.956
H -2.457 -2.560 3.970
C -2.626 -2.207 -3.550
C -1.460 -2.914 -2.881
S -0.427 -1.758 -1.995
O -1.319 -1.313 -0.813
C 0.764 -2.892 -1.290
C 1.746 -3.391 -2.340
H -3.286 -2.941 -4.013
H -2.280 -1.522 -4.324
H -3.208 -1.644 -2.821
H -0.815 -3.415 -3.604
H -1.791 -3.640 -2.134
H 0.202 -3.671 -0.770
H 1.299 -2.302 -0.543
H 1.285 -4.040 -3.084
H 2.520 -3.972 -1.839
H 2.233 -2.554 -2.835
F 1.432 1.297 -2.695
B 2.270 0.992 -1.623
F 1.594 1.406 -0.403
F 3.478 1.647 -1.698
F 2.433 -0.405 -1.556



Arrangement ii

Formula: C17H45As3BCaF4NO7P2S
Source: the Open Molecules 2025 dataset
Level of theory: ωB97M-V/def2-TZVPD

Charge: 0
Gap between HOMO and LUMO in eV: 7.81

Cartesian coordinates (Å):
Ca 0.056 -0.370 -1.021
C -4.515 -2.399 2.880
As -3.402 -0.825 2.344
C -4.854 0.450 2.806
C -2.473 -0.545 4.090
C -1.135 -1.232 4.361
C -0.762 -0.943 5.826
C 0.005 -0.666 3.500
As 0.443 -1.287 1.632
C 2.102 -0.222 1.710
C 1.359 -3.003 2.039
C -1.255 -2.738 4.144
As -2.457 -3.683 5.407
C -1.075 -4.416 6.622
C -2.623 -5.355 4.374
H -4.041 -3.329 2.575
H -5.485 -2.343 2.385
H -4.680 -2.431 3.958
H -5.264 0.241 3.793
H -5.656 0.385 2.070
H -4.453 1.458 2.793
H -3.173 -0.849 4.879
H -2.340 0.537 4.166
H -0.606 0.123 5.984
H 0.153 -1.467 6.100
H -1.561 -1.274 6.494
H 0.945 -0.816 4.047
H -0.145 0.414 3.390
H 2.704 -0.490 2.582
H 1.851 0.838 1.767
H 2.680 -0.392 0.807
H 1.839 -2.991 3.019
H 2.119 -3.150 1.272
H 0.658 -3.832 1.976
H -0.264 -3.193 4.224
H -1.617 -2.897 3.119
H -0.675 -3.653 7.286
H -0.256 -4.864 6.061
H -1.527 -5.192 7.240
H -3.353 -5.255 3.575
H -2.962 -6.148 5.042
H -1.667 -5.645 3.941
N -2.360 3.682 -1.535
C -2.573 2.237 -1.287
C -4.039 1.890 -1.319
P -1.802 1.545 0.233
O -0.333 2.304 0.156
O -2.448 2.008 1.476
O -1.665 0.102 -0.094
P -1.621 1.528 -2.715
O -2.298 0.173 -3.198
O -1.861 2.648 -3.717
O -0.215 1.248 -2.342
H -3.134 4.269 -1.224
H -2.186 3.581 -2.674
H -1.485 3.970 -1.091
H -4.565 2.411 -0.520
H -4.143 0.822 -1.134
H -4.492 2.144 -2.280
H -0.139 2.518 1.072
H -3.033 0.308 -3.797
C 4.845 0.293 -2.224
C 4.174 1.634 -2.015
S 2.311 1.498 -2.101
O 2.063 0.255 -1.340
C 2.209 1.091 -3.905
C 1.854 -0.363 -4.134
H 5.876 0.317 -1.881
H 4.834 0.005 -3.270
H 4.315 -0.461 -1.644
H 4.478 2.379 -2.746
H 4.387 2.015 -1.016
H 3.161 1.362 -4.358
H 1.426 1.747 -4.287
H 2.480 -1.025 -3.539
H 1.987 -0.615 -5.184
H 0.815 -0.548 -3.860
F -0.130 -3.936 -1.171
B 0.464 -2.922 -1.850
F -0.511 -1.932 -2.183
F 1.118 -3.306 -2.977
F 1.374 -2.264 -0.981



Pick arrangement i: it beats the second-best structure by 48.7 kcal/mol.